Entry 1:
Density functional theory data (ωB97M-V/def2-TZVPD) for a cluster of 2 separate species, C2H7OS in total at a distorted geometry.

Element x y z (Å)
C 1.2955 0.2254 -1.4636
S 2.3320 0.2931 0.0417
H 1.6982 0.9653 -2.0613
H 1.4157 -0.7713 -1.8629
H 0.2399 0.5900 -1.1591
H 0.4776 0.6407 1.3219
C -1.5814 -0.4990 1.0524
O -0.6350 0.6314 1.1763
H -1.6154 -0.5767 -0.0846
H -1.1241 -1.3985 1.4525
H -2.5029 -0.1004 1.5865

Calculated values
total charge	-1
ΔE to the lowest compared entry with this formula, charge and spin	45.5	kcal per mole
LUMO energy	4.139	eV
spin multiplicity	1
HOMO-LUMO gap	6.58	eV
E_HOMO	-2.440	eV

---

Entry 2:
Density functional theory data (ωB97M-V/def2-TZVPD) for the molecule CH3NO2S2 at a distorted geometry.

Element x y z (Å)
C -1.1241 0.3507 0.4853
N 0.7099 -0.9552 -0.0914
O 1.2164 1.2247 0.8261
O 0.3675 1.2138 -1.5085
S -2.5187 0.5180 -0.4224
S 0.4262 0.6936 -0.2094
H -1.1264 -0.1542 1.4071
H 0.4015 -1.6940 -0.8393
H 1.6477 -1.1974 0.3524

Calculated values
total charge	0
ΔE to the lowest compared entry with this formula, charge and spin	35.5	kcal per mole
LUMO energy (spin up / spin down)	-1.267 / -1.268	eV
spin multiplicity	1
HOMO-LUMO gap (spin up / spin down)	8.17 / 8.17	eV
structure (SMILES)	NS(=O)(=O)C=S
E_HOMO (spin up / spin down)	-9.439 / -9.439	eV

---

Entry 3:
Density functional theory data (ωB97M-V/def2-TZVPD) for the molecule C4H4N2O2 at a distorted geometry.

Element x y z (Å)
C -1.2002 -0.1377 -0.0053
C -1.0175 1.2399 0.3522
C 0.3227 1.6995 0.0513
C 1.3925 -0.3577 -0.0897
H -2.4075 -1.8640 0.2319
H -2.0614 1.7460 0.9646
H 0.7653 2.8051 -0.2184
H 2.1516 -2.1210 0.8870
N 1.3071 0.9036 -0.4060
N 2.3453 -1.0667 0.2669
O -2.4610 -0.8021 -0.1334
O -0.1640 -0.9589 -0.2095

Calculated values
total charge	0
ΔE to the lowest compared entry with this formula, charge and spin	120.0	kcal per mole
LUMO energy	-0.111	eV
spin multiplicity	1
HOMO-LUMO gap	8.75	eV
structure (SMILES)	[H]/N=c1/nccc(O)o1
E_HOMO	-8.864	eV

---

Entry 4:
Density functional theory data (ωB97M-V/def2-TZVPD) for a structure of composition C27H12Br2Cl6MnN3O5 at a distorted geometry.

Element x y z (Å)
Mn -12.1103 -7.3320 -7.0294
Cl -10.4725 -10.7652 -6.6928
C -11.6060 -10.1227 -5.5264
C -12.1780 -8.8499 -5.6142
C -13.0205 -8.3382 -4.6196
Cl -13.6003 -6.6532 -4.6245
C -13.4293 -9.1934 -3.5681
Cl -14.5766 -8.5258 -2.4498
C -12.9022 -10.4880 -3.4589
Cl -13.4378 -11.4860 -2.1370
C -11.9674 -10.9626 -4.4380
Cl -11.3204 -12.5869 -4.2595
C -10.7878 -4.1487 -8.3280
C -12.2043 -4.4817 -8.6622
C -12.9131 -3.5806 -9.5167
C -14.2343 -3.7680 -9.7689
C -14.9064 -4.9059 -9.2405
C -16.2788 -5.1958 -9.3992
Br -17.4417 -4.0738 -10.3348
C -16.8585 -6.3585 -8.8923
C -16.0951 -7.3099 -8.2487
Br -16.7414 -8.9412 -7.5385
C -14.6910 -7.1191 -8.1257
O -13.8788 -8.0350 -7.7352
C -14.1086 -5.8281 -8.5026
N -12.8020 -5.5854 -8.1630
H -10.5562 -3.1732 -8.7599
H -10.1145 -4.9060 -8.7504
H -10.6338 -4.1427 -7.2525
H -12.4032 -2.6906 -9.9364
H -14.8034 -3.0223 -10.3501
H -17.9280 -6.5280 -9.0442
O -6.4299 -6.7606 -7.7319
C -6.9573 -7.1279 -8.8627
O -6.3092 -7.1240 -9.9073
C -8.3700 -7.5501 -8.8396
C -9.0932 -8.3493 -9.7848
Cl -8.6031 -8.8498 -11.2839
N -10.3723 -8.5614 -9.3832
N -10.5798 -7.8367 -8.1938
C -9.3947 -7.3120 -7.8268
C -9.3300 -6.6148 -6.4886
O -8.1910 -6.3732 -5.9468
O -10.4544 -6.3578 -5.9802
C -11.3556 -9.4274 -10.0100
C -11.0309 -10.7573 -10.3591
C -11.9928 -11.6143 -10.8787
C -13.2989 -11.1780 -11.1098
C -13.6232 -9.8412 -10.8411
C -12.6393 -8.9801 -10.3473
H -7.1206 -6.6149 -6.9437
H -10.0175 -11.1042 -10.1457
H -11.7221 -12.6510 -11.1110
H -14.0436 -11.8550 -11.5113
H -14.6428 -9.4707 -10.9940
H -12.9071 -7.9297 -10.2031

Calculated values
total charge	+1
LUMO energy (spin up / spin down)	-5.026 / -6.713	eV
spin multiplicity	4
HOMO-LUMO gap (spin up / spin down)	6.85 / 5.15	eV
<S²>	3.910
E_HOMO (spin up / spin down)	-11.878 / -11.860	eV

---

Entry 5:
Density functional theory data (ωB97M-V/def2-TZVPD) for a cluster of 8 separate species, C28H59N11O8 in total at a distorted geometry.

Element x y z (Å)
C 0.8959 0.1527 0.8332
C 0.4520 1.1629 1.8637
O 0.4086 0.8426 3.0373
N 0.1045 2.5004 1.4827
C 0.8564 3.0238 0.3319
C -1.3315 2.7325 1.3836
C -1.8872 2.9819 2.7284
N -2.2979 3.2646 3.7710
C -2.1555 1.5784 0.6976
N -2.8569 0.7331 1.6731
C -3.1304 2.2306 -0.1997
N -3.8522 2.7399 -0.9484
H 0.4870 0.3196 -0.1622
H 1.9799 0.1160 0.7359
H 0.5711 -0.8249 1.1779
H 1.8533 3.2962 0.6799
H 0.4026 3.9502 -0.0125
H 0.9574 2.3223 -0.4971
H -1.4962 3.6387 0.8057
H -1.5399 0.9686 0.0405
H -3.8220 1.0266 1.7402
H -2.8995 -0.2094 1.3111
C -6.3161 -3.0139 1.3645
C -5.5223 -2.0913 2.2576
O -4.6473 -1.3560 1.8233
N -5.7934 -2.1127 3.5843
C -6.7691 -2.9228 4.2908
H -5.9801 -2.8727 0.3422
H -6.1575 -4.0559 1.6460
H -7.3804 -2.7844 1.4205
H -5.2285 -1.4708 4.1201
H -7.4868 -2.2817 4.8041
H -6.2709 -3.5460 5.0348
H -7.3064 -3.5651 3.6021
C -0.8627 -6.1683 1.5785
C -2.0847 -6.3670 2.4442
O -2.5226 -7.4787 2.6997
N -2.6858 -5.2513 2.9263
C -2.3017 -3.8618 2.7235
H -0.5099 -7.1474 1.2708
H -1.1059 -5.5835 0.6911
H -0.0719 -5.6574 2.1292
H -3.4975 -5.4458 3.4904
H -2.1004 -3.3933 3.6877
H -3.1168 -3.3277 2.2367
H -1.4139 -3.7868 2.1047
C 2.2900 6.8280 -2.0653
C 0.9973 6.8025 -1.2901
O 0.4407 5.7560 -0.9848
N 0.4697 7.9984 -0.9383
C 1.0010 9.3244 -1.2064
H 2.5943 5.8064 -2.2734
H 2.1563 7.3570 -3.0096
H 3.0719 7.3223 -1.4878
H -0.3952 7.9237 -0.4264
H 1.1842 9.8492 -0.2681
H 0.2837 9.9023 -1.7913
H 1.9351 9.2650 -1.7555
C 3.5006 -2.9873 0.7055
C 2.1686 -3.4549 0.1720
O 1.1165 -3.1471 0.7137
N 2.1737 -4.2291 -0.9434
C 3.3183 -4.6899 -1.7059
H 3.3161 -2.3895 1.5928
H 4.1302 -3.8359 0.9803
H 4.0177 -2.3718 -0.0325
H 1.2533 -4.4984 -1.2526
H 3.2559 -4.3273 -2.7334
H 3.3429 -5.7807 -1.7260
H 4.2411 -4.3319 -1.2637
C 7.2814 9.4626 -2.4256
C 5.9000 8.9803 -2.8003
O 4.8983 9.3884 -2.2348
N 5.8072 8.0641 -3.7998
C 6.8782 7.4692 -4.5773
H 7.1847 10.1827 -1.6198
H 7.9011 8.6328 -2.0846
H 7.7654 9.9462 -3.2746
H 4.8608 7.7833 -4.0014
H 6.7428 7.6926 -5.6367
H 6.8777 6.3855 -4.4509
H 7.8409 7.8550 -4.2616
C -4.5268 0.5023 -3.1941
C -3.3601 0.0135 -4.0173
O -2.2057 0.1157 -3.6337
N -3.6357 -0.5585 -5.2227
C -4.9304 -0.7655 -5.8408
H -4.1448 0.9322 -2.2784
H -5.0857 1.2710 -3.7285
H -5.1921 -0.3278 -2.9486
H -2.8148 -0.8631 -5.7206
H -5.0979 -1.8293 -6.0203
H -4.9800 -0.2437 -6.7983
H -5.7224 -0.3925 -5.2014
C 3.1529 -7.7717 1.3325
C 3.7292 -6.9060 2.4284
O 4.6139 -6.0947 2.2045
N 3.2256 -7.0615 3.6784
C 2.1792 -7.9657 4.1199
H 3.6595 -7.5275 0.4040
H 3.3090 -8.8286 1.5510
H 2.0868 -7.5842 1.2133
H 3.6518 -6.4556 4.3616
H 1.3495 -7.4003 4.5466
H 2.5648 -8.6417 4.8844
H 1.8052 -8.5559 3.2908

Calculated values
total charge	0
LUMO energy	0.569	eV
spin multiplicity	1
HOMO-LUMO gap	9.35	eV
structure (SMILES)	CC(=O)N(C)[C@H](C#N)[C@@H](N)C#N.CNC(C)=O.CNC(C)=O.CNC(C)=O.CNC(C)=O.CNC(C)=O.CNC(C)=O.CNC(C)=O
E_HOMO	-8.779	eV

---

Question: Number 4 is which compound?
Answer: C27H12Br2Cl6MnN3O5

---

Question: Which value of spin multiplicity does entry 5 give?
Answer: 1

---

Question: Which formula does entry 1 have?
Answer: C2H7OS